Here is a cluster of 15 separate species, C40H120N25O25P5 in total in a non-equilibrium geometry from OMol25. Energies are from ωB97M-V/def2-TZVPD.

Computed properties:
charge	0
gap between HOMO and LUMO	0.27486	Eh
HOMO	-8.14	eV
calculated total energy	-178282.5912	eV

Geometry as XYZ:
```
215
Properties=species:S:1:pos:R:3:forces:R:3:lowdin_charge:R:1
C 14.748337 19.911607 8.362807 -0.8346 0.8395 -1.1706 0.03
N 15.553486 18.797547 8.842523 -2.1898 -1.0820 -0.6982 -0.46
O 16.720974 18.754647 8.600097 1.4227 0.3155 0.3653 0.07
O 14.862760 17.886421 9.250120 0.5385 -0.8558 0.9423 0.07
H 13.696065 19.637828 8.286182 0.1164 -0.1689 1.0213 0.10
H 14.964380 19.932313 7.294635 0.7595 0.9729 0.1119 0.10
H 14.903380 20.799838 8.975272 0.2227 0.0204 -0.4911 0.10
C 19.508334 19.327434 12.904000 -0.6371 0.2905 -0.4861 0.04
N 18.524346 18.637918 13.779302 -0.4534 -0.4634 1.5504 -0.41
O 17.715213 19.334055 14.405507 0.9264 -0.6384 -1.0880 0.04
O 18.607163 17.420091 13.903420 -0.0853 1.0114 -0.4357 0.06
H 18.997071 19.507610 11.958350 -0.1254 -0.0295 0.0750 0.06
H 20.369602 18.691555 12.699106 -0.1762 0.2339 0.5394 0.07
H 19.677135 20.307239 13.350727 0.4364 -0.3123 0.0454 0.10
C 25.524958 23.238729 9.069711 -0.4492 1.5658 -0.3824 0.07
N 24.287284 23.577145 9.894245 -0.3817 -0.8489 2.9591 -0.39
O 24.357615 24.439624 10.805859 0.6200 -1.0644 -2.3035 0.02
O 23.289575 22.889999 9.756251 0.7987 0.7424 -0.4771 0.04
H 26.438464 23.137467 9.655679 -0.5229 0.0013 0.4414 0.10
H 25.583163 24.189319 8.539521 0.5221 -0.1677 -0.4717 0.09
H 25.388106 22.413896 8.370417 -0.5296 0.0715 0.3868 0.09
C 21.290413 25.705687 8.816075 -0.6608 -0.6310 0.4564 0.05
N 22.112451 25.102591 7.778913 2.6049 -1.3650 -2.7084 -0.39
O 21.841563 23.985127 7.324105 -0.2316 1.3915 0.8451 0.03
O 23.089151 25.737667 7.317766 -1.8463 -0.5475 1.4255 0.03
H 20.541433 24.987262 9.149240 -0.1691 0.0035 -0.5165 0.09
H 20.844919 26.548654 8.287826 0.0762 0.3588 0.8090 0.11
H 21.892498 25.833786 9.715612 0.2417 0.8334 -0.4076 0.08
C 15.777394 24.264776 7.132714 -1.4118 -0.0299 -1.0126 0.04
N 16.169783 24.958664 8.343504 1.9417 0.5579 1.7965 -0.44
O 15.445526 24.910468 9.308692 -0.9829 -0.3801 0.2140 0.06
O 17.243138 25.553815 8.393303 -0.4315 -0.4737 -0.9800 0.05
H 15.944830 24.986083 6.332854 0.1477 -0.5080 -0.1535 0.08
H 14.715498 24.042974 7.238894 -0.0087 0.3429 -0.0478 0.10
H 16.217195 23.279355 6.978940 0.8025 0.4510 0.2440 0.11
C 24.686650 20.088368 12.446986 0.7344 1.1507 -0.5321 0.05
N 23.368903 20.221816 12.992142 -1.9373 0.1454 1.1455 -0.48
O 22.917407 21.248893 13.434739 0.9514 1.5934 0.0107 0.08
O 22.706032 19.231840 13.009196 -0.9446 -2.6613 -0.2928 0.05
H 24.905993 21.127439 12.201372 0.7796 -0.3028 -0.2839 0.10
H 24.575327 19.423867 11.590169 0.4115 0.1408 0.1434 0.11
H 25.328364 19.694530 13.235135 0.0184 0.0028 -0.2288 0.12
C 28.218136 19.417610 4.769254 0.6697 0.7085 -0.8381 0.02
N 27.926359 18.759592 6.082179 -1.6719 -2.5996 -0.2462 -0.35
O 28.288264 17.536899 6.244511 -0.7983 4.2693 -0.1127 0.03
O 27.094910 19.374973 6.771843 2.1805 -1.4611 -0.2923 0.03
H 28.191601 18.729459 3.924366 -0.1029 -0.4167 0.5759 0.10
H 29.193208 19.903364 4.732073 0.1749 -0.2936 0.5875 0.10
H 27.492227 20.206527 4.572335 -0.1096 -0.2978 0.4918 0.06
C 17.059983 23.515669 11.984877 0.4059 -1.1304 1.2403 0.06
N 18.088070 22.645569 11.297305 0.2283 2.9097 -2.7433 -0.40
O 17.736568 21.532175 11.018456 0.3556 -1.1577 0.1913 0.05
O 19.122407 23.190701 10.851502 -1.2867 -1.0777 1.2289 0.02
H 16.660313 24.393584 11.477291 0.8504 -0.1847 -0.5688 0.09
H 17.608721 23.794597 12.884421 -0.5451 0.4192 0.1783 0.07
H 16.256341 22.800286 12.159456 0.0467 0.3028 0.3608 0.10
C 20.474737 21.470000 8.310776 -0.1949 -1.0360 -0.6527 0.04
N 21.619929 20.919437 7.492575 2.3583 1.6496 0.7432 -0.38
O 21.461460 20.662864 6.306222 -0.2665 -0.1651 1.0119 0.04
O 22.739566 20.997724 8.052656 -2.2146 -1.0763 -1.3188 0.01
H 20.658788 21.283492 9.368814 0.1033 0.1985 -0.2925 0.08
H 19.600346 20.930122 7.947360 -0.1124 0.1937 0.1851 0.09
H 20.429809 22.527609 8.050898 0.0490 -0.1975 0.1924 0.07
C 23.833573 18.765473 5.476214 -0.3302 -0.1503 0.5023 0.02
N 24.871285 19.604163 4.790850 1.5386 -1.2066 0.6588 -0.35
O 25.187221 20.631456 5.448500 -0.3619 -2.2561 -3.3745 0.03
O 25.406487 19.049906 3.747014 -1.4449 3.0376 3.2786 0.01
H 23.827832 18.971640 6.546523 0.2189 0.5345 -0.2230 0.09
H 24.031353 17.696758 5.393454 0.1379 0.2484 -0.7292 0.10
H 22.863687 19.068234 5.081567 0.2048 -0.2967 0.0294 0.04
O 20.200262 21.194550 0.388870 0.7097 -0.4125 0.2054 -0.29
P 21.110657 20.028205 0.523466 -1.6148 -1.6847 0.1496 0.62
N 22.420255 20.125099 -0.459155 -0.2256 -0.3206 0.5054 -0.33
C 23.359189 19.030360 -0.573811 0.9030 0.9657 0.2853 -0.11
C 22.602781 21.342933 -1.231740 0.0045 -0.0672 0.4505 -0.09
N 20.238854 18.571741 0.002758 -0.3973 1.3722 0.7471 -0.29
C 19.046237 18.660288 -0.897024 -0.2553 0.8576 0.8985 -0.11
C 20.810131 17.239962 0.018251 0.9299 0.7304 0.3429 -0.16
N 21.745715 19.704236 2.139106 -2.7508 -3.0075 -2.5477 -0.27
C 22.505260 20.673142 2.757003 0.8276 2.6584 2.1752 -0.18
C 20.730592 19.024018 3.045738 2.1441 -0.1313 -0.4921 -0.06
H 24.343348 19.416017 -0.307729 0.3850 0.0308 -0.0482 0.08
H 23.439330 18.701702 -1.609984 -0.2427 -0.5595 0.0837 0.09
H 23.188347 18.264194 0.182433 -0.2746 -0.0805 -0.5161 0.06
H 21.687190 21.543461 -1.788144 0.2037 0.3396 -0.0681 0.08
H 23.452022 21.248714 -1.908507 -0.0436 -0.1103 0.0212 0.08
H 22.806711 22.124584 -0.499945 -0.0208 0.5404 -0.4767 0.07
H 18.778261 19.673076 -1.197924 0.7304 0.2260 0.0334 0.07
H 19.064877 18.055689 -1.803788 0.7389 -0.1741 0.0385 0.07
H 18.126439 18.379268 -0.384077 0.0619 -0.4947 0.4058 0.07
H 20.121639 16.440518 0.292031 -0.4282 0.0842 -0.6339 0.09
H 21.333117 17.157150 -0.934493 -0.1501 -1.1102 -0.1467 0.08
H 21.572266 17.147537 0.792012 0.1512 0.2468 0.0801 0.06
H 23.355850 21.153067 2.272982 -0.0160 -0.5858 -0.8336 0.08
H 21.883381 21.512342 3.068623 -0.2726 0.5698 0.0752 0.08
H 22.894942 20.331166 3.715807 0.0000 -0.2157 -0.2648 0.04
H 19.925960 19.680436 3.377088 -0.4741 -0.3330 -0.6159 0.09
H 21.194219 18.668370 3.965875 0.5841 0.5893 0.2106 0.05
H 20.604119 18.045164 2.583183 -1.4229 0.4202 -0.2363 0.06
O 18.327280 27.423014 2.114922 1.1216 -1.3064 1.6983 -0.33
P 19.276146 26.510963 2.864538 0.3463 1.0697 -1.5735 0.65
N 18.482172 25.228707 3.681507 1.8698 0.9095 -3.3450 -0.33
C 19.281717 24.465354 4.586338 -0.7513 0.1123 0.7495 -0.13
C 17.097457 25.468647 3.950617 0.5645 0.0746 0.0514 -0.12
N 20.137187 27.300794 4.154177 0.9030 -0.0776 -1.8131 -0.30
C 21.586630 27.000312 4.308479 -0.8517 0.6339 0.0692 -0.10
C 19.412250 27.936597 5.247976 -0.2173 -0.9028 -0.0477 -0.12
N 20.430061 25.852304 1.742600 -0.0280 -0.0458 1.3069 -0.28
C 20.824759 24.429488 1.715944 -1.3504 0.2096 0.4411 -0.12
C 21.047690 26.609201 0.595636 -1.0745 -0.2273 1.1450 -0.08
H 18.765154 23.540982 4.844776 0.1457 -0.4602 -0.4006 0.09
H 19.326820 24.972889 5.549914 0.6932 0.2146 0.3612 0.07
H 20.258407 24.279034 4.139727 -0.0751 -0.1319 0.5065 0.06
H 16.533677 25.798006 3.077818 0.2322 -0.1914 -0.0845 0.09
H 17.161771 26.318273 4.630393 -1.4802 -0.2680 0.8765 0.07
H 16.767137 24.484694 4.283525 -0.7992 0.4135 0.5511 0.08
H 22.003454 27.572027 5.137635 -0.2314 -0.0324 0.2053 0.07
H 21.742696 25.941677 4.515953 0.3228 -0.0646 -0.1089 0.05
H 22.142403 27.348649 3.437918 0.0056 -0.3989 -0.1531 0.07
H 20.056089 28.449511 5.962473 0.3647 -0.2742 -0.1438 0.08
H 18.671115 28.687104 4.973088 -0.0115 -0.1458 -0.5811 0.08
H 18.902315 27.110350 5.743335 -0.3890 0.3177 0.7886 0.05
H 20.037785 23.811416 2.148116 -0.3202 0.0386 -0.3052 0.06
H 20.891991 24.128925 0.670358 0.3945 -0.1780 0.1473 0.08
H 21.681013 24.153872 2.331535 0.6148 0.3893 -0.4086 0.05
H 20.967529 27.679863 0.783688 0.0293 -0.0725 -0.1449 0.08
H 20.489978 26.338131 -0.300786 -0.0246 0.2091 -0.1502 0.08
H 22.087627 26.319112 0.445660 0.0696 0.0497 0.3390 0.07
O 25.118994 26.093983 0.862043 1.2727 -0.8116 1.0377 -0.31
P 26.188679 25.200807 1.432550 1.1706 1.8393 -1.0120 0.58
N 26.896262 24.195904 0.239445 -0.8903 -1.6525 0.4301 -0.29
C 25.968612 23.128275 -0.235563 -0.1225 0.5189 0.2144 -0.11
C 27.934081 24.543966 -0.751135 -0.6497 0.5012 1.1237 -0.09
N 25.645731 24.250557 2.657914 0.0776 -0.7490 0.3113 -0.29
C 26.315887 23.017522 3.049374 -0.1321 -0.2872 -0.6314 -0.14
C 24.315061 24.349927 3.292876 0.8221 0.9166 -0.2838 -0.07
N 27.567356 26.048046 2.079018 -1.8297 -0.9129 0.3173 -0.32
C 27.970714 27.265730 1.413425 -0.2239 0.1509 0.5378 -0.15
C 28.631917 25.406159 2.893673 -0.6808 0.1693 -1.6228 -0.09
H 26.398983 22.594326 -1.082789 0.0471 0.0770 0.0678 0.08
H 24.993943 23.526673 -0.517358 0.0067 0.3260 -0.4389 0.07
H 25.697269 22.401548 0.530160 0.4906 -0.1244 0.2511 0.05
H 28.624939 23.730822 -0.973888 -0.0732 -0.2850 0.3922 0.08
H 28.490256 25.360694 -0.290993 0.1539 0.1043 -0.5349 0.06
H 27.481698 24.817626 -1.704315 -0.0086 0.4232 -0.0074 0.08
H 27.211300 22.815801 2.461466 0.0368 0.2966 -0.0277 0.08
H 26.571083 22.968087 4.107933 -0.1504 0.1471 0.1166 0.08
H 25.628912 22.208425 2.801334 -0.0240 -0.4238 0.3607 0.06
H 23.719118 23.476537 3.028037 -0.1939 0.0926 0.0000 0.06
H 24.428432 24.420089 4.374694 0.1096 -0.3492 0.1394 0.09
H 23.851564 25.297652 3.018883 -0.1740 -0.2686 -0.4132 0.07
H 28.032611 28.115093 2.093760 -0.0269 0.0363 0.4127 0.08
H 28.980801 27.155514 1.018888 0.0021 0.0483 -0.6937 0.07
H 27.182724 27.537546 0.711083 0.4215 -0.0595 -0.4225 0.08
H 29.328824 25.069683 2.126072 0.8732 -0.0850 0.3701 0.07
H 28.338773 24.506704 3.435106 -0.3913 0.4025 0.0761 0.05
H 29.078423 26.145524 3.558558 0.0149 -0.1050 0.0078 0.08
O 18.493947 25.806872 13.670494 -0.1591 0.3006 1.3016 -0.30
P 19.675562 26.405806 14.344116 2.9179 -0.0104 -0.3260 0.62
N 19.522971 28.017571 14.917184 -1.3268 -1.8082 -1.1918 -0.31
C 18.370648 28.247697 15.763320 0.0295 0.8857 0.8014 -0.13
C 20.570399 28.963967 15.245592 0.9661 -0.7721 -1.3613 -0.11
N 20.953069 26.493722 13.171141 0.2987 0.8878 0.4014 -0.29
C 20.731576 27.422201 12.048779 -1.0241 0.8366 1.1043 -0.13
C 21.641187 25.263385 12.699413 -0.0509 1.1891 1.1845 -0.09
N 20.360625 25.463805 15.633212 -0.7156 1.8889 -1.5244 -0.30
C 21.429008 25.989229 16.578742 -2.1092 -0.3563 -1.0781 -0.07
C 19.965028 24.071576 15.733439 0.6092 0.2080 0.8673 -0.13
H 18.701846 27.956487 16.760114 -0.6967 -0.0733 0.5273 0.08
H 17.381558 27.854203 15.528857 0.4875 -0.5843 -0.4576 0.09
H 18.249114 29.330858 15.773411 -0.3033 0.0594 0.1570 0.08
H 20.300893 29.659321 16.040538 0.0644 -0.5271 0.2390 0.09
H 20.770667 29.573151 14.364187 0.1768 0.2011 -0.0429 0.07
H 21.458124 28.357961 15.426751 0.3506 0.7287 0.4230 0.06
H 20.659964 28.463487 12.362915 -0.1366 0.0929 0.7065 0.06
H 21.552683 27.544493 11.342433 -0.0664 -1.0453 -0.1761 0.08
H 19.728982 27.225140 11.669197 0.2162 -0.1574 -1.0858 0.08
H 21.000789 24.606891 12.110344 0.0265 -0.1795 0.0322 0.07
H 22.499882 25.619348 12.130187 -0.0838 -0.2955 -0.1927 0.06
H 22.059596 24.803737 13.594826 -0.1673 -0.5717 -0.2012 0.07
H 21.678154 25.149072 17.226949 0.5025 0.1719 -0.2046 0.08
H 22.246739 26.454315 16.028192 0.2705 -0.4799 0.1099 0.07
H 20.973396 26.758635 17.202070 0.0647 0.0830 0.1390 0.06
H 20.750424 23.428577 15.336188 -0.1015 -0.3508 -0.1318 0.07
H 19.001546 23.861668 15.268957 0.1749 0.2018 -0.0540 0.07
H 19.889153 23.906671 16.808219 -0.2556 -0.6213 0.0322 0.08
O 20.819745 14.199347 9.309360 -0.6126 1.4533 -0.1521 -0.30
P 19.950869 15.407162 9.168653 -0.4780 2.0577 -0.3713 0.62
N 18.337091 15.280315 9.719199 0.8683 -0.6680 -0.2194 -0.32
C 17.954767 15.628149 11.084032 -0.1952 1.0102 -0.4100 -0.12
C 17.587910 14.070317 9.231049 1.5231 1.9810 0.5349 -0.08
N 19.714196 15.964240 7.556568 -0.1103 -0.6731 -0.6284 -0.29
C 18.463344 16.563044 7.012233 0.8672 -0.2690 1.0055 -0.11
C 20.849729 16.017392 6.598915 -0.2102 -0.3866 0.3572 -0.11
N 20.596680 16.849264 9.921605 -0.3392 -1.0680 0.4795 -0.28
C 20.075871 18.216053 9.819566 -0.0443 -0.7239 -1.4755 -0.11
C 21.836983 16.737408 10.672407 0.2858 -1.0090 -0.6709 -0.12
H 16.870013 15.555311 11.162067 -0.1406 0.1086 -0.2149 0.08
H 18.198847 16.686201 11.179224 0.0688 -0.1498 0.6713 0.05
H 18.314264 15.043475 11.930804 0.6411 -0.1659 -0.2153 0.09
H 17.808414 14.063745 8.163605 -0.4629 -0.7322 -0.0159 0.07
H 16.563763 14.346105 9.482363 -0.1649 -0.7606 -0.3687 0.08
H 18.013915 13.236183 9.788573 -0.5827 -0.5187 -0.3757 0.08
H 17.603776 16.217179 7.586364 0.1401 0.4108 0.1385 0.05
H 18.614353 17.639039 7.098964 -0.7029 0.1896 -0.2673 0.06
H 18.274589 16.273863 5.978382 0.3743 -0.0562 -0.0992 0.08
H 21.603215 16.791675 6.743353 0.2008 0.1286 0.9878 0.06
H 21.328748 15.038960 6.562766 0.2042 0.1129 -0.0105 0.08
H 20.560924 16.290655 5.584011 -0.8257 -0.4367 -0.0024 0.06
H 20.093312 18.572556 8.789663 -0.1251 -0.2110 -0.5474 0.06
H 19.027740 18.284959 10.110716 0.1036 0.2321 0.3780 0.06
H 20.746039 18.942529 10.279150 -0.1861 -0.3335 0.7029 0.08
H 22.678692 17.028505 10.044006 0.2743 0.5147 0.0015 0.08
H 22.021448 15.672594 10.814696 -0.0263 0.0306 0.4950 0.07
H 21.870069 17.289243 11.611818 -0.2364 -0.0889 -0.0136 0.05
```
Positions in Å, forces in eV/Å.